Run a
DFT (wB97M-V/def2-TZVPD) results for a 2-piece molecular cluster, C3H11N2 overall.

Last column: Mulliken charge in e.
Element x y z (Å)
C1 -0.14 1.32 -1.84  -0.930
N1 0.39 -0.05 -1.51  -0.257
H1 -1.21 1.32 -1.81  0.377
H2 0.37 1.71 -2.70  0.391
H3 0.23 1.91 -1.05  0.386
H4 0.01 -0.46 -0.60  0.297
H5 0.09 -0.63 -2.30  0.418
H6 1.47 0.03 -1.56  0.420
C2 0.67 -1.10 2.35  -0.640
C3 -0.33 -1.11 1.47  0.319
N2 -0.71 0.10 0.84  -0.518
H7 1.28 -0.26 2.77  0.309
H8 1.01 -2.09 2.79  0.306
H9 -1.07 -1.89 1.35  0.446
H10 -1.75 0.21 0.72  0.347
H11 -0.30 1.00 1.06  0.329

## Properties
HOMO energy (spin up / spin down) (Ha): -0.7602 / -0.8161
Expectation value of S²: 0.761
Total charge: +2
Kohn-Sham gap (spin up / spin down) (eV): 11.97 / 9.43
Spin multiplicity: 2

***

Run b
DFT (wB97M-V/def2-TZVPD) results for a 2-piece molecular cluster, C3H11N2 overall.

Last column: Mulliken charge in e.
Element x y z (Å)
C1 -1.10 2.45 0.40  -0.787
N1 -0.30 1.29 0.92  -0.335
H1 -0.45 3.06 -0.22  0.349
H2 -1.99 2.08 -0.10  0.351
H3 -1.41 3.08 1.23  0.351
H4 -0.75 0.82 1.71  0.404
H5 0.58 1.55 1.38  0.387
H6 0.03 0.68 0.18  0.306
C2 -0.24 -1.76 0.12  -1.016
C3 0.44 -1.97 -1.09  0.445
N2 1.71 -1.69 -1.24  -0.223
H7 0.28 -1.59 1.06  0.457
H8 -1.26 -2.13 0.13  0.309
H9 -0.09 -2.36 -1.95  0.406
H10 2.22 -1.94 -2.09  0.303
H11 2.32 -1.59 -0.43  0.291

## Properties
HOMO energy (spin up / spin down) (Ha): -0.7288 / -0.8164
Expectation value of S²: 0.765
Total charge: +2
Kohn-Sham gap (spin up / spin down) (eV): 11.75 / 10.55
Spin multiplicity: 2

***

Run c
DFT (wB97M-V/def2-TZVPD) results for a 2-piece molecular cluster, C3H11N2 overall.

Last column: Mulliken charge in e.
Element x y z (Å)
C1 2.40 -0.33 -1.05  -0.488
C2 2.92 0.79 -0.01  -0.522
H1 3.22 -0.60 -1.79  0.363
H2 2.16 -1.34 -0.63  0.366
H3 1.44 0.08 -1.58  0.294
H4 3.22 1.74 -0.50  0.372
H5 3.70 0.41 0.63  0.354
H6 2.05 1.09 0.56  0.255
N1 -1.49 0.81 0.93  -0.335
C3 -1.89 -0.01 -0.01  0.127
N2 -2.28 -1.30 0.16  -0.288
H7 -0.83 0.67 1.63  0.247
H8 -2.05 1.71 0.82  0.312
H9 -2.01 0.37 -0.98  0.404
H10 -3.11 -1.61 -0.27  0.274
H11 -1.99 -1.83 0.97  0.264

## Properties
HOMO energy (spin up / spin down) (Ha): -0.7089 / -0.7088
Expectation value of S²: 0.753
Total charge: +2
Kohn-Sham gap (spin up / spin down) (eV): 10.81 / 4.29
Spin multiplicity: 2

***

In order of decreasing stability: run b, run a, run c.

***

Run a
DFT (wB97M-V/def2-TZVPD) results for an isolated ion of composition C5H7N2 and charge +1.

Last column: Mulliken charge in e.
Element x y z (Å)
C1 -2.19 0.04 -0.08  -1.091
C2 -0.77 -0.10 -0.04  0.894
C3 0.17 0.87 -0.09  -0.846
C4 1.41 0.18 -0.03  0.490
N1 2.62 0.60 -0.08  -0.192
N2 1.22 -1.27 -0.07  -0.522
C5 -0.05 -1.42 -0.05  -0.222
H1 -2.91 -0.27 -0.86  0.330
H2 -2.34 1.05 0.17  0.341
H3 -2.53 -0.53 0.90  0.316
H4 -0.10 1.88 -0.28  0.408
H5 3.01 1.46 0.24  0.329
H6 3.17 -0.22 0.15  0.340
H7 -0.71 -2.27 0.11  0.424

## Properties
HOMO energy (Ha): -0.5434
Total charge: +1
Kohn-Sham gap (eV): 8.31
Spin multiplicity: 1

***

Run b
DFT (wB97M-V/def2-TZVPD) results for C5H7N2 as an isolated structure.

Last column: Mulliken charge in e.
Element x y z (Å)
C1 2.79 0.29 0.32  -0.666
C2 1.73 -0.39 0.11  0.725
C3 -0.16 -0.71 -0.12  0.564
C4 -1.58 -0.99 0.08  -0.930
C5 0.23 1.88 -0.01  -0.647
N1 0.51 0.43 0.04  -0.048
N2 0.90 -1.54 0.01  -0.197
H1 -2.02 0.09 -0.03  0.265
H2 -1.93 -1.66 0.98  0.331
H3 -2.03 -1.57 -0.89  0.333
H4 -0.69 2.17 0.63  0.288
H5 1.12 2.39 0.35  0.308
H6 0.06 2.13 -1.10  0.339
H7 1.06 -2.51 -0.38  0.334

## Properties
HOMO energy (Ha): -0.5584
Total charge: +1
Kohn-Sham gap (eV): 8.97
Spin multiplicity: 1

***

Run c
DFT (wB97M-V/def2-TZVPD) results for an isolated ion of composition C5H7N2 and charge +1.

Last column: Mulliken charge in e.
Element x y z (Å)
C1 -1.98 0.64 -0.86  -0.962
C2 -0.41 0.40 -1.03  -0.516
C3 0.16 -0.30 0.06  0.423
N1 0.40 -0.90 1.04  0.699
N2 1.13 -1.39 1.98  -0.856
C4 1.08 -2.74 2.51  -0.143
C5 1.94 -2.98 1.63  -0.041
H1 -2.15 0.94 0.18  0.364
H2 -2.47 -0.26 -0.98  0.344
H3 -2.18 1.35 -1.73  0.288
H4 0.19 1.35 -1.27  0.333
H5 -0.04 -0.21 -1.92  0.309
H6 0.52 -3.39 3.28  0.328
H7 2.64 -3.15 0.85  0.431

## Properties
HOMO energy (Ha): -0.5264
Total charge: +1
Kohn-Sham gap (eV): 9.57
Spin multiplicity: 1

***

In order of decreasing stability: run a, run b, run c.

***

Run a
DFT (wB97M-V/def2-TZVPD) results for a 2-piece molecular cluster, C5H7N2 overall.

Last column: Mulliken charge in e.
Element x y z (Å)
C1 -1.25 -0.19 -0.67  0.269
C2 -0.58 0.53 -1.69  -0.572
C3 -2.12 0.14 0.33  0.236
C4 -0.46 -1.51 -0.78  -0.490
C5 0.29 -0.27 -0.99  0.605
N1 -2.97 0.50 1.02  -0.031
N2 2.34 0.76 0.64  -0.937
H1 -0.06 -1.98 0.11  0.350
H2 -0.64 -1.97 -1.78  0.276
H3 1.08 0.11 -0.20  0.051
H4 -3.54 1.13 1.55  0.318
H5 2.49 0.43 1.67  0.306
H6 2.19 1.87 0.65  0.317
H7 3.23 0.45 0.15  0.302

## Properties
HOMO energy (Ha): -0.4942
Total charge: +1
Kohn-Sham gap (eV): 8.41
Spin multiplicity: 1

***

Run b
DFT (wB97M-V/def2-TZVPD) results for C5H7N2 as an isolated structure.

Last column: Mulliken charge in e.
Element x y z (Å)
C1 1.74 1.18 -0.07  -0.208
C2 1.84 -0.16 0.05  -0.334
C3 -0.31 0.45 -0.11  0.171
C4 -2.29 0.53 0.20  -0.655
C5 0.11 -1.85 -0.12  -0.233
N1 0.42 1.54 -0.11  -0.040
N2 0.49 -0.62 0.01  0.074
H1 2.66 1.88 -0.15  0.339
H2 2.75 -0.70 0.07  0.388
H3 -2.93 -0.42 0.01  0.316
H4 -2.69 1.39 -0.10  0.408
H5 -0.83 -2.19 -0.32  0.306
H6 0.99 -2.51 -0.22  0.237
H7 -0.04 2.37 0.09  0.231

## Properties
HOMO energy (spin up / spin down) (Ha): -0.4592 / -0.5169
Total charge: +1
Kohn-Sham gap (spin up / spin down) (eV): 7.22 / 9.27
Spin multiplicity: 1

***

Run c
DFT (wB97M-V/def2-TZVPD) results for an isolated ion of composition C5H7N2 and charge +1.

Last column: Mulliken charge in e.
Element x y z (Å)
C1 -1.35 0.50 0.34  -0.776
C2 0.03 -1.45 0.43  -0.415
C3 -2.52 0.13 0.02  0.840
C4 0.03 0.98 0.24  -0.425
C5 0.69 -0.32 -0.24  0.141
N1 -3.61 -0.25 -0.35  -0.437
N2 2.26 -0.41 -0.06  -0.331
H1 0.14 1.83 -0.43  0.351
H2 0.42 1.25 1.23  0.336
H3 0.52 -0.42 -1.32  0.284
H4 -4.43 -0.50 0.17  0.303
H5 2.55 -1.39 -0.22  0.388
H6 2.50 -0.17 0.90  0.382
H7 2.77 0.20 -0.70  0.359

## Properties
HOMO energy (spin up / spin down) (Ha): -0.4697 / -0.4602
Total charge: +1
Kohn-Sham gap (spin up / spin down) (eV): 7.66 / 6.89
Spin multiplicity: 1

***

Run d
DFT (wB97M-V/def2-TZVPD) results for an isolated ion of composition C5H7N2 and charge +1.

Last column: Mulliken charge in e.
Element x y z (Å)
C1 -1.46 -0.84 -0.53  -0.787
C2 -0.33 -1.39 -1.00  -0.190
C3 0.89 -1.51 -0.25  -0.326
C4 1.54 -0.65 0.51  -0.160
N1 1.06 0.64 0.71  -0.013
C5 0.35 1.54 0.54  0.410
N2 -0.46 2.50 0.60  -0.346
H1 -2.23 -0.52 -1.20  0.295
H2 -1.36 -0.43 0.45  0.360
H3 -0.25 -1.88 -1.95  0.355
H4 1.27 -2.46 -0.29  0.410
H5 2.40 -0.81 1.06  0.470
H6 -0.90 2.72 1.50  0.280
H7 -0.52 3.11 -0.14  0.242

## Properties
HOMO energy (Ha): -0.5090
Total charge: +1
Kohn-Sham gap (eV): 9.16
Spin multiplicity: 1

***

In order of decreasing stability: run d, run b, run a, run c.

***

Run a
DFT (wB97M-V/def2-TZVPD) results for C5H7N2 as an isolated structure.

Last column: Mulliken charge in e.
Element x y z (Å)
C1 -1.31 0.36 -1.85  0.282
C2 -0.36 -0.65 -1.83  -0.244
C3 0.09 -0.32 -0.54  0.571
C4 0.86 -1.29 0.28  -1.176
C5 -0.20 1.42 1.23  -0.710
N1 -1.26 1.36 -1.01  -0.661
N2 -0.44 0.90 -0.09  0.678
H1 -0.21 -1.45 -2.56  0.387
H2 1.94 -1.60 -0.05  0.326
H3 0.32 -2.35 0.43  0.307
H4 1.16 -1.02 1.29  0.309
H5 0.79 1.19 1.70  0.298
H6 -0.35 2.50 1.01  0.323
H7 -1.04 0.95 1.98  0.312

## Properties
HOMO energy (spin up / spin down) (Ha): -0.5616 / -0.5630
Total charge: +1
Kohn-Sham gap (spin up / spin down) (eV): 7.06 / 7.92
Spin multiplicity: 1

***

Run b
DFT (wB97M-V/def2-TZVPD) results for C5H7N2 as an isolated structure.

Last column: Mulliken charge in e.
Element x y z (Å)
C1 1.52 0.84 0.52  -0.525
C2 0.26 0.91 -0.41  -0.143
C3 -1.78 -0.35 0.32  0.073
C4 1.94 -0.42 0.23  -0.324
C5 0.50 -0.59 -0.50  -0.044
N1 -1.76 0.92 0.11  -0.356
N2 -0.73 -1.15 0.12  -0.187
H1 2.11 1.59 0.97  0.400
H2 0.37 1.52 -1.18  0.419
H3 -2.70 -0.67 0.88  0.362
H4 2.75 -0.98 0.15  0.469
H5 0.75 -1.18 -1.41  0.382
H6 -2.44 1.65 0.14  0.233
H7 -0.78 -2.10 0.06  0.241

## Properties
HOMO energy (Ha): -0.5279
Total charge: +1
Kohn-Sham gap (eV): 9.51
Spin multiplicity: 1

***

Run c
DFT (wB97M-V/def2-TZVPD) results for an isolated ion of composition C5H7N2 and charge +1.

Last column: Mulliken charge in e.
Element x y z (Å)
C1 -1.67 -1.25 -0.04  -1.115
C2 -0.34 -0.69 0.03  0.708
N1 0.71 -1.48 0.03  -0.419
C3 1.78 -0.83 0.01  0.616
N2 2.38 0.21 -0.04  -0.248
C4 1.36 1.31 -0.05  -0.490
C5 -0.11 0.81 0.11  -0.541
H1 -1.92 -1.46 -1.09  0.322
H2 -2.43 -0.57 0.35  0.356
H3 -1.71 -2.22 0.47  0.390
H4 1.53 1.82 -1.00  0.318
H5 1.66 1.97 0.77  0.313
H6 -0.74 1.29 -0.64  0.416
H7 -0.50 1.11 1.09  0.374

## Properties
HOMO energy (Ha): -0.5852
Total charge: +1
Kohn-Sham gap (eV): 10.04
Spin multiplicity: 1

***

In order of decreasing stability: run c, run b, run a.